[1]
C27H39N9O6 | the ωB97M-V functional and the def2-TZVPD basis

Structure (XYZ):
```
81
C27H39N9O6 (the ωB97M-V functional and the def2-TZVPD basis)
C 31.1950 43.5010 13.9550
N 31.4040 44.9570 14.6090
O 30.4750 45.6620 14.5950
O 32.5020 45.3230 14.9580
H 32.1180 42.9500 14.3290
H 31.3570 43.4500 12.8120
H 30.3090 42.9050 14.4180
C 33.1810 39.7130 21.6780
N 32.6890 39.9760 20.3270
O 32.9220 41.0030 19.7850
O 31.9890 39.0040 19.8470
H 34.2210 39.3470 21.6070
H 32.7960 38.7930 22.2250
H 33.1120 40.5070 22.1510
C 34.6920 39.7240 16.8050
N 35.4430 38.6040 17.2540
O 35.2240 37.5430 16.6360
O 36.2650 38.7300 18.2690
H 35.2080 40.7600 17.1210
H 33.5340 39.5260 17.1240
H 34.7330 39.7720 15.7390
C 27.5910 39.3830 20.4870
C 26.7830 39.8470 19.1180
C 25.3660 39.4720 19.2650
N 25.2230 38.7900 20.4580
C 26.3910 38.7740 21.3370
H 28.5750 39.7270 20.8690
H 27.3380 40.4210 18.3340
H 24.6680 39.6300 18.5310
H 24.3050 38.4700 20.8650
H 26.5120 38.2330 22.1270
C 24.6050 42.2400 16.5210
C 25.1800 43.1110 15.5290
C 24.1610 43.5100 14.4740
N 23.1100 42.6880 14.7430
C 23.2180 41.9850 15.8790
H 25.0170 41.6540 17.3760
H 26.1830 43.5020 15.6010
H 24.3880 44.1350 13.5170
H 22.3000 42.6740 14.0910
H 22.4240 41.3570 16.1750
C 36.6600 43.3620 17.7270
C 35.7390 43.1410 18.8980
C 34.3590 43.6640 18.4510
N 34.5050 44.2000 17.1500
C 35.8190 43.9710 16.6910
H 37.7180 43.1970 17.7450
H 35.9280 42.5210 19.8260
H 33.6100 43.4530 18.9990
H 33.8160 44.4300 16.4440
H 35.9550 44.1900 15.4170
C 31.1760 42.3560 17.3170
C 29.8740 41.5990 16.8330
C 28.7360 42.5210 16.9830
N 29.2150 43.6910 17.4200
C 30.6270 43.6820 17.6500
H 32.2040 41.9800 17.3980
H 29.9510 40.5420 16.4010
H 27.6510 42.3370 16.8160
H 28.6940 44.4810 17.6940
H 31.0670 44.5420 17.9530
C 27.9610 46.0520 19.0750
C 26.9340 45.6870 17.9570
C 26.1740 44.5920 18.6080
N 26.6960 44.4040 19.9330
C 27.8300 45.1790 20.2160
H 28.7910 46.8670 18.8810
H 26.5540 46.0910 17.0850
H 25.2170 44.0140 18.4170
H 26.1540 43.9030 20.5490
H 28.2680 45.0690 21.1310
C 29.7420 39.1330 12.8850
C 28.7970 39.8500 13.8420
C 28.3430 38.8490 14.8260
N 28.7920 37.6370 14.4310
C 29.8690 37.7770 13.4600
H 30.2530 39.5560 12.0640
H 28.5730 40.9590 13.9230
H 27.7350 39.0170 15.7650
H 28.5670 36.8570 14.9460
H 30.4740 36.9560 13.1980
```

Values from the calculation:
SMILES string: C[N+](=O)[O-].C[N+](=O)[O-].C[N+](=O)[O-].c1cc[nH]c1.c1cc[nH]c1.c1cc[nH]c1.c1cc[nH]c1.c1cc[nH]c1.c1cc[nH]c1
Energy relative to the best compared isomer or geometry (same formula, charge and spin) (eV): 10.928
Highest occupied orbital energy (eV): -7.69
Energy (eV): -54304.369
Max |F| (hartree/bohr): 0.241

These are the Mulliken partial charges, in e, on atoms 1 to 4: -0.46 1.03 -0.57 -0.66


[2]
C21H28N2O3S | the ωB97M-V functional and the def2-TZVPD basis

Structure (XYZ):
```
55
C21H28N2O3S (the ωB97M-V functional and the def2-TZVPD basis)
C -6.6348 -2.1342 0.5173
C -5.2163 -1.8920 0.0992
C -4.7034 -0.6078 0.0229
C -3.3850 -0.3902 -0.3744
C -2.5711 -1.4748 -0.6989
C -3.0808 -2.7559 -0.6227
C -4.3912 -2.9644 -0.2273
H -4.7830 -3.9699 -0.1704
H -2.4551 -3.6003 -0.8724
H -1.5548 -1.2892 -1.0080
C -2.8492 0.9497 -0.4452
N -1.6371 1.2736 -0.8021
C -1.5753 2.6378 -0.7078
C -2.7892 3.0954 -0.2634
O -3.5990 2.0217 -0.1121
C -3.2836 4.4543 0.0607
H -3.1638 5.1197 -0.7933
H -4.3335 4.4045 0.3355
H -2.7103 4.8558 0.8952
C -0.3371 3.3932 -0.9303
H 0.3341 2.9145 -1.6351
H -0.5414 4.4208 -1.2220
S 0.5938 3.5052 0.6955
O -0.4448 3.7560 1.7022
C 0.9450 1.6844 0.7972
C 2.1165 1.4948 -0.1302
O 2.6201 2.4745 -0.6622
N 2.5432 0.2417 -0.3693
C 2.0577 -0.9557 0.2726
H 1.1528 -0.7437 0.8394
C 3.1387 -1.5448 1.1892
C 2.6377 -2.8224 1.8536
H 3.4019 -3.2342 2.5080
H 1.7478 -2.6240 2.4464
H 2.3902 -3.5698 1.1029
C 4.4029 -1.8011 0.3664
C 4.8667 -0.5253 -0.3400
C 6.0949 -0.7834 -1.2052
H 5.8709 -1.5177 -1.9762
H 6.4194 0.1346 -1.6885
H 6.9142 -1.1618 -0.5988
C 3.7168 0.0242 -1.1898
H 3.9886 0.9809 -1.6382
H 3.4668 -0.6881 -1.9841
H 5.1163 0.2256 0.4175
H 5.1971 -2.1733 1.0165
H 4.1953 -2.5716 -0.3809
H 3.3692 -0.8054 1.9644
H 1.8106 -1.6871 -0.5069
H 0.0582 1.1328 0.4840
H 1.1856 1.4612 1.8356
H -5.3233 0.2404 0.2733
H -7.1101 -1.2108 0.8373
H -7.2062 -2.5479 -0.3132
H -6.6736 -2.8506 1.3363
```

Values from the calculation:
Energy relative to the best compared isomer or geometry (same formula, charge and spin) (eV): 1.341
Highest occupied orbital energy (eV): -7.96
Energy (eV): -42190.009
Max |F| (hartree/bohr): 0.024

These are the natural (NBO) partial charges, in e, on atoms 1 to 4: -0.65 0.09 -0.23 -0.10


[3]
C3H7F2LaNO4S | the ωB97M-V functional and the def2-TZVPD basis

Structure (XYZ):
```
19
C3H7F2LaNO4S (the ωB97M-V functional and the def2-TZVPD basis)
O 1.7842 -1.7022 1.3199
S 1.7374 -0.6415 0.4768
O 2.5962 -0.6699 -0.6669
F 2.3736 0.6772 1.2867
N 0.2041 -0.1833 0.0696
C -0.7195 -1.3549 -0.1907
C -2.0216 -1.0936 0.5502
F -2.7958 -0.2325 -0.1787
C 0.1406 0.8017 -0.9970
O -0.6348 1.8425 -0.6673
O -0.0497 2.3179 0.5382
H -0.3381 -2.2939 0.1832
H -0.9595 -1.4599 -1.2427
H -2.5529 -2.0117 0.7607
H -1.7602 -0.6279 1.4927
H 1.1863 1.2928 -1.0820
H -0.1320 0.3981 -1.9655
H -0.8073 2.4765 1.1392
La 2.7488 2.4646 -0.8261
```

Values from the calculation:
Highest occupied orbital energy (eV): -21.44
Total charge: +3
Energy (eV): -29994.698
Max |F| (hartree/bohr): 0.070

These are the natural (NBO) partial charges, in e, on atoms 1 to 4: -0.74 2.51 -0.94 -0.55


[4]
C15H48F2NO23P4S2Sr | the ωB97M-V functional and the def2-TZVPD basis

Structure (XYZ):
```
96
C15H48F2NO23P4S2Sr (the ωB97M-V functional and the def2-TZVPD basis)
Sr 27.5661 -7.0263 29.2300
N 29.7619 -6.9818 28.3104
S 30.4133 -6.9055 26.9546
O 31.0810 -8.0973 26.4781
O 30.9429 -5.6374 26.5358
F 29.0452 -7.0336 26.0805
S 31.2488 -7.1835 29.1285
O 32.2241 -6.1328 29.0621
O 31.6804 -8.5262 29.3720
F 30.5934 -6.9166 30.5431
C 30.4194 -9.9454 23.5795
O 29.6850 -8.7043 23.5717
H 29.8696 -10.5872 22.8863
H 31.4134 -9.7760 23.1685
H 30.4024 -10.3234 24.5965
H 29.9525 -8.0960 22.8828
C 33.7534 -10.0223 27.6896
O 33.1380 -10.4766 26.4887
H 34.8254 -10.1678 27.5838
H 33.4966 -9.0026 27.9470
H 33.4164 -10.6996 28.4807
H 32.3286 -10.0081 26.2753
C 28.2420 -9.9359 27.2613
O 27.1697 -9.1634 27.8586
H 27.8291 -10.8848 26.9288
H 28.5927 -9.4376 26.3560
H 29.0820 -9.9637 27.9430
H 26.4153 -9.7292 28.0418
C 30.0826 -11.3498 29.9231
O 28.9896 -11.3474 30.8243
P 28.5633 -10.0321 31.6295
O 28.3623 -8.7945 30.8339
O 27.2549 -10.5337 32.3786
C 27.3962 -11.5657 33.3502
O 29.5653 -9.8507 32.8356
C 30.9251 -9.4319 32.6237
H 30.5507 -10.4308 29.5649
H 29.8478 -11.9547 29.0472
H 30.9667 -11.8676 30.3165
H 26.6706 -12.3527 33.1614
H 27.3355 -11.2344 34.3870
H 28.3566 -12.0910 33.3709
H 30.9467 -8.3405 32.6321
H 31.2959 -9.6785 31.6288
H 31.5487 -9.8108 33.4252
C 28.2708 -3.2171 34.2865
O 27.7620 -3.9568 33.1695
P 28.6606 -4.1323 31.8523
O 28.1530 -5.1996 30.9639
O 28.7230 -2.7016 31.2380
C 27.7574 -2.0280 30.4444
O 30.1693 -4.2791 32.3834
C 30.5340 -5.5075 32.9952
H 27.5639 -3.2774 35.1094
H 28.5970 -2.1969 34.1016
H 29.1336 -3.7638 34.6778
H 26.7564 -2.4487 30.5557
H 28.0348 -1.9942 29.3934
H 27.6674 -1.0018 30.7969
H 30.5981 -5.3105 34.0797
H 31.5704 -5.7950 32.8261
H 29.8326 -6.3396 32.9596
C 26.5531 -5.7930 23.5588
O 26.7242 -5.8037 22.1270
P 25.4961 -6.1731 21.1828
O 24.7491 -7.3999 21.4932
O 26.0380 -6.1493 19.6939
C 26.7296 -7.2855 19.1970
O 24.5462 -4.8746 21.2855
C 23.4904 -4.6398 20.3462
H 27.5490 -6.0220 23.9340
H 25.7922 -6.5125 23.8500
H 26.3453 -4.7628 23.8471
H 26.2089 -7.6093 18.2926
H 26.6501 -8.1532 19.8557
H 27.7771 -7.1666 18.9254
H 23.5630 -3.6484 19.9080
H 22.5433 -4.7627 20.8691
H 23.5495 -5.4058 19.5721
C 32.3526 -2.8878 29.7551
O 33.0748 -1.6379 29.6334
P 33.6475 -1.1456 28.2294
O 35.0638 -0.7925 28.3279
O 33.3145 -2.3185 27.2024
C 33.6619 -2.2476 25.8111
O 32.7771 0.1393 27.7836
C 31.7949 0.7091 28.6627
H 31.8487 -2.9323 30.7191
H 33.1394 -3.6358 29.7378
H 31.5807 -3.0220 29.0007
H 34.5397 -1.6027 25.7277
H 32.8263 -1.9133 25.2019
H 33.9750 -3.2587 25.5559
H 31.1125 -0.0809 28.9766
H 31.3045 1.5119 28.1206
H 32.2952 1.1253 29.5384
```

Values from the calculation:
Highest occupied orbital energy (eV): -11.41
Total charge: +1
Energy (eV): -130015.069
Max |F| (hartree/bohr): 0.197

These are the Mulliken partial charges, in e, on atoms 1 to 4: 2.36 0.10 0.32 -0.33


Which value of energy does entry 4 give? -130015.069 eV


Which formula does entry 4 have? C15H48F2NO23P4S2Sr